Entry 1:
{"formula": "C16H14F2N2O4", "method": "ωB97M-V/def2-TZVPD", "species": ["F", "F", "O", "O", "O", "O", "N", "N", "C", "C", "C", "C", "C", "C", "C", "C", "C", "C", "C", "C", "C", "C", "C", "C", "H", "H", "H", "H", "H", "H", "H", "H", "H", "H", "H", "H", "H", "H"], "xyz": [[2.12100, 0.15147, 2.61891], [2.30665, 2.25435, 2.23039], [-4.36265, 1.63385, -1.36656], [-0.08835, -2.80315, 1.03866], [1.14824, 0.99036, 0.78287], [-5.77348, 0.25956, -0.16744], [1.70408, -1.76024, 0.18052], [-0.41212, -0.95346, -0.28114], [4.39790, -0.05168, -1.66476], [5.58624, -0.41055, -2.50132], [1.46590, 1.19867, 2.06305], [3.03030, 1.61873, -0.60187], [2.22654, 0.62733, -0.06432], [-5.70237, 1.40982, -0.97910], [3.57760, -1.03209, -1.13338], [-2.63642, -1.55622, 0.53587], [2.47159, -0.72142, -0.34093], [4.10422, 1.28325, -1.40182], [-4.48611, -0.21039, -0.06893], [0.33854, -1.88027, 0.38179], [-3.63516, 0.62294, -0.79584], [-1.78675, -0.72745, -0.18636], [-2.28656, 0.39091, -0.87128], [-4.00376, -1.30451, 0.60521], [-1.63839, 1.04557, -1.43074], [5.59331, -1.47060, -2.73857], [2.81494, 2.64925, -0.36614], [5.58485, 0.15862, -3.42877], [-6.32539, 1.26794, -1.87723], [4.72962, 2.06128, -1.81097], [0.08668, -0.26312, -0.82286], [-4.65992, -1.94739, 1.16645], [-2.22326, -2.40620, 1.05118], [3.78938, -2.07363, -1.32668], [2.21208, -2.58830, 0.45985], [-6.07275, 2.28260, -0.41716], [6.50396, -0.16992, -1.96596], [0.54825, 1.39125, 2.63865]], "atomic_forces_ev_per_a": [[0.0, -0.3, -0.1], [0.1, 0.2, -0.2], [0.6, -0.1, 0.0], [-0.2, -0.2, 0.2], [0.5, -0.2, -1.1], [0.1, -0.3, 0.2], [0.4, -0.3, 0.2], [0.3, 0.1, -0.3], [-0.1, 0.0, 0.1], [0.0, 0.0, 0.0], [-0.3, 0.3, 1.5], [-0.1, 0.0, 0.0], [-0.1, -0.1, 0.2], [-1.0, 0.7, -0.3], [-0.1, 0.2, 0.0], [0.3, -0.1, 0.1], [-0.1, 0.5, 0.0], [-0.1, -0.1, 0.1], [0.5, 0.2, -0.2], [0.1, 0.1, -0.4], [-0.3, -0.4, 0.3], [-0.4, -0.2, 0.2], [-0.2, 0.1, 0.0], [-0.3, 0.4, -0.2], [0.1, 0.1, -0.1], [0.0, -0.1, -0.1], [0.0, 0.1, 0.0], [0.0, 0.0, -0.1], [0.2, 0.0, 0.2], [0.1, 0.1, -0.1], [0.0, -0.2, 0.1], [-0.1, -0.1, 0.1], [0.0, 0.0, 0.0], [0.0, -0.1, -0.1], [-0.2, 0.1, 0.0], [0.2, -0.2, -0.1], [0.1, 0.0, 0.0], [0.3, -0.1, -0.3]], "homo_lumo_gap_ev": 8.32, "smiles": "Cc1ccc(OC(F)F)c(NC(=O)Nc2ccc3c(c2)OCO3)c1", "spin_multiplicity": 1}


Entry 2:
{"formula": "C16H14F5N2O2PtS2Te", "method": "ωB97M-V/def2-TZVPD", "species": ["Pt", "Te", "S", "S", "F", "F", "F", "F", "F", "O", "O", "N", "N", "C", "C", "C", "C", "C", "C", "C", "C", "C", "C", "C", "C", "C", "C", "C", "C", "H", "H", "H", "H", "H", "H", "H", "H", "H", "H", "H", "H", "H", "H"], "xyz": [[0.67689, -0.24906, 1.67637], [3.49951, -0.53727, 2.54497], [-1.08938, -1.72608, 1.70764], [-3.89619, -0.85601, 0.91169], [5.59389, 0.19270, 2.19098], [4.42282, -2.13006, 1.87318], [2.29120, 0.36000, 4.13882], [3.24031, -0.43182, 0.42260], [4.01271, -1.50655, 4.21380], [2.02794, 1.28449, 1.79895], [1.90243, -1.51368, 2.41490], [-0.52153, 0.97462, 0.72222], [-1.83051, 0.61560, 0.61669], [-1.29642, 2.86676, -0.58748], [-1.33139, -3.70569, -1.96575], [1.43076, 3.66533, -0.87185], [2.68821, 4.19142, -0.98734], [-1.85060, -3.15944, -3.12694], [-3.08489, -2.52949, -3.10436], [-3.92581, -2.66161, 0.57021], [2.20454, 2.13561, 0.85926], [1.13396, 2.61071, 0.02349], [3.73175, 3.69962, -0.18983], [-0.20011, 2.10398, 0.10018], [-3.24047, -2.91538, -0.73221], [-3.77137, -2.40312, -1.91145], [-2.17812, -0.55138, 1.03829], [3.49544, 2.69994, 0.70882], [-2.02746, -3.59155, -0.77371], [-0.37392, -4.20386, -1.97737], [-1.62084, -4.01121, 0.13114], [-4.98851, -2.89940, 0.54093], [4.72105, 4.12035, -0.28108], [-3.43965, -3.16516, 1.40321], [-3.50126, -2.11958, -4.01601], [4.27193, 2.27035, 1.32667], [-1.29159, -3.22472, -4.04885], [0.65078, 4.05389, -1.50812], [2.87958, 4.99154, -1.68954], [-1.21708, 2.72894, -1.66433], [-2.25894, 2.48452, -0.26550], [-4.71880, -1.88295, -1.87572], [-1.22083, 3.92470, -0.35758]], "atomic_forces_ev_per_a": [[-1.7, 0.5, -0.9], [2.6, -3.2, -0.1], [0.3, 0.7, 0.2], [-0.5, -0.2, 0.1], [-3.2, -0.2, 0.8], [-0.6, 1.3, 0.5], [1.7, 0.0, -1.2], [0.7, 0.3, 1.8], [0.0, 1.4, -1.5], [-0.1, -1.7, 1.6], [0.6, -0.2, 0.3], [0.4, 0.9, -0.4], [-1.4, -0.1, -0.1], [-0.1, -0.1, 0.1], [0.0, 0.0, -0.1], [-0.1, -0.3, 0.1], [0.2, 0.1, 0.0], [0.1, -0.1, -0.1], [-0.1, 0.1, -0.1], [0.2, 0.6, 0.2], [0.2, 1.6, -1.9], [1.3, -0.1, 0.5], [-0.2, 0.1, -0.1], [-1.2, -1.1, 0.4], [0.1, -0.3, -0.2], [0.0, -0.1, 0.0], [0.9, 0.1, -0.1], [-0.4, -0.2, 0.2], [-0.2, 0.0, -0.1], [0.1, 0.0, 0.0], [0.1, 0.0, 0.1], [0.0, -0.1, 0.1], [0.1, 0.0, 0.0], [-0.1, -0.2, 0.0], [0.0, 0.0, 0.0], [0.2, 0.1, 0.0], [0.0, 0.0, -0.1], [-0.1, 0.0, 0.0], [0.0, 0.0, 0.0], [0.0, 0.0, -0.1], [0.1, 0.1, -0.1], [-0.1, 0.1, 0.0], [0.1, 0.1, 0.0]], "e_above_lowest_kj_mol": 459.0, "homo_lumo_gap_ev": [4.54, 4.55], "charge": -1, "spin_multiplicity": 1}


Repeat the first record exactly.
{"formula": "C16H14F2N2O4", "method": "ωB97M-V/def2-TZVPD", "species": ["F", "F", "O", "O", "O", "O", "N", "N", "C", "C", "C", "C", "C", "C", "C", "C", "C", "C", "C", "C", "C", "C", "C", "C", "H", "H", "H", "H", "H", "H", "H", "H", "H", "H", "H", "H", "H", "H"], "xyz": [[2.12100, 0.15147, 2.61891], [2.30665, 2.25435, 2.23039], [-4.36265, 1.63385, -1.36656], [-0.08835, -2.80315, 1.03866], [1.14824, 0.99036, 0.78287], [-5.77348, 0.25956, -0.16744], [1.70408, -1.76024, 0.18052], [-0.41212, -0.95346, -0.28114], [4.39790, -0.05168, -1.66476], [5.58624, -0.41055, -2.50132], [1.46590, 1.19867, 2.06305], [3.03030, 1.61873, -0.60187], [2.22654, 0.62733, -0.06432], [-5.70237, 1.40982, -0.97910], [3.57760, -1.03209, -1.13338], [-2.63642, -1.55622, 0.53587], [2.47159, -0.72142, -0.34093], [4.10422, 1.28325, -1.40182], [-4.48611, -0.21039, -0.06893], [0.33854, -1.88027, 0.38179], [-3.63516, 0.62294, -0.79584], [-1.78675, -0.72745, -0.18636], [-2.28656, 0.39091, -0.87128], [-4.00376, -1.30451, 0.60521], [-1.63839, 1.04557, -1.43074], [5.59331, -1.47060, -2.73857], [2.81494, 2.64925, -0.36614], [5.58485, 0.15862, -3.42877], [-6.32539, 1.26794, -1.87723], [4.72962, 2.06128, -1.81097], [0.08668, -0.26312, -0.82286], [-4.65992, -1.94739, 1.16645], [-2.22326, -2.40620, 1.05118], [3.78938, -2.07363, -1.32668], [2.21208, -2.58830, 0.45985], [-6.07275, 2.28260, -0.41716], [6.50396, -0.16992, -1.96596], [0.54825, 1.39125, 2.63865]], "atomic_forces_ev_per_a": [[0.0, -0.3, -0.1], [0.1, 0.2, -0.2], [0.6, -0.1, 0.0], [-0.2, -0.2, 0.2], [0.5, -0.2, -1.1], [0.1, -0.3, 0.2], [0.4, -0.3, 0.2], [0.3, 0.1, -0.3], [-0.1, 0.0, 0.1], [0.0, 0.0, 0.0], [-0.3, 0.3, 1.5], [-0.1, 0.0, 0.0], [-0.1, -0.1, 0.2], [-1.0, 0.7, -0.3], [-0.1, 0.2, 0.0], [0.3, -0.1, 0.1], [-0.1, 0.5, 0.0], [-0.1, -0.1, 0.1], [0.5, 0.2, -0.2], [0.1, 0.1, -0.4], [-0.3, -0.4, 0.3], [-0.4, -0.2, 0.2], [-0.2, 0.1, 0.0], [-0.3, 0.4, -0.2], [0.1, 0.1, -0.1], [0.0, -0.1, -0.1], [0.0, 0.1, 0.0], [0.0, 0.0, -0.1], [0.2, 0.0, 0.2], [0.1, 0.1, -0.1], [0.0, -0.2, 0.1], [-0.1, -0.1, 0.1], [0.0, 0.0, 0.0], [0.0, -0.1, -0.1], [-0.2, 0.1, 0.0], [0.2, -0.2, -0.1], [0.1, 0.0, 0.0], [0.3, -0.1, -0.3]], "homo_lumo_gap_ev": 8.32, "smiles": "Cc1ccc(OC(F)F)c(NC(=O)Nc2ccc3c(c2)OCO3)c1", "spin_multiplicity": 1}